Entry 1:
Formula: C4H3FN2O
Source: OMol25
Level of theory: the ωB97M-V functional and the def2-TZVPD basis

```
11
Properties=species:S:1:pos:R:3:forces:R:3:mulliken_charge:R:1
F 0.384179 1.550846 -0.270388 -2.0 0.6 0.7 -0.2776
O -2.593638 -0.020025 -0.459651 -1.0 -0.1 0.0 -0.4884
N 2.750009 -0.191259 -0.589223 -0.5 -0.8 1.2 -0.4046
N -0.561528 -1.222439 -0.113225 -0.1 6.0 2.0 -0.1215
C -1.501902 -0.168892 -0.048974 2.2 0.1 -0.7 0.2014
C 0.436958 -0.490769 0.675528 2.5 -2.2 -0.4 0.1884
C -0.386279 0.769964 0.621434 1.0 0.2 0.2 0.2357
C 1.862582 -0.467154 0.105065 -1.0 1.5 -2.0 -0.0064
H -0.595087 -2.124365 -0.330599 -0.4 -4.5 -1.1 0.1031
H 0.704739 -0.896539 1.613649 -1.0 -0.6 1.6 0.2586
H -0.605675 1.260475 1.626466 0.3 -0.2 -1.7 0.3115
```
Positions in Å, forces in eV/Å.

Calculated values
- net charge = 0
- structure (SMILES) = N#C[C@@H]1NC(=O)[C@@H]1F
- LUMO energy (eV) = 0.508
- orbital gap (hartree) = 0.41990
- relative energy (zero: lowest compared OMol25 entry of this formula, charge and spin) (eV) = 2.7068
- electronic energy (hartree) = -438.76821

Entry 2:
Formula: C31H30BN6O4ReS3
Source: OMol25
Level of theory: the ωB97M-V functional and the def2-TZVPD basis

```
76
Properties=species:S:1:pos:R:3:forces:R:3:mulliken_charge:R:1
Re 0.174038 -1.368508 0.111895 3.3 -1.5 -0.5 2.0014
S 0.349944 -6.276907 -0.015001 -0.1 0.3 0.1 -0.1814
S 2.508982 -1.354405 0.211839 -2.3 0.0 -0.1 -0.4440
S -4.489066 -1.486839 0.165125 0.3 0.0 0.0 -0.1553
O 0.186113 -1.463092 2.082833 -1.1 -0.2 0.6 -0.8807
O 1.195246 1.606917 0.181644 0.3 0.1 0.0 -0.2603
O 0.386708 -1.608925 4.271077 -0.1 0.0 -0.1 -0.7077
O -1.078386 1.515821 0.080721 -0.3 0.0 0.0 -0.2022
N -1.979578 -1.406323 -0.063784 0.4 0.1 0.1 0.1167
N -1.085026 -4.295697 0.674957 -0.4 0.1 0.3 -0.6529
N -1.556579 -1.449505 -3.702292 -0.3 0.0 0.1 -0.0047
N -0.169480 -1.357104 -1.974331 -0.3 0.1 -0.4 0.4624
N 1.822319 -4.414291 -1.326364 0.0 0.0 0.0 -0.3230
N -0.062853 -3.768379 -0.062489 0.1 0.6 0.0 0.1948
C 2.421049 -1.269340 -4.640463 0.1 0.0 0.1 -0.8920
C 4.535391 -1.401016 1.897707 -0.2 0.0 -0.1 -1.0056
C 1.963960 -1.244726 -3.339481 -0.1 0.0 0.1 -0.4264
C 0.694973 2.890250 0.186718 -0.5 0.1 0.0 1.0192
C -1.184297 7.352346 -1.068049 0.0 -0.1 0.1 -1.5753
C -2.921509 -1.435427 0.831855 -0.4 0.0 0.1 -0.4015
C -1.976437 -6.398450 1.612243 0.0 0.0 0.2 -0.4957
C 1.361409 4.094420 0.233087 0.1 -0.2 0.0 -2.1100
C -1.440630 -1.408572 -2.362894 0.5 -0.1 -0.1 0.1229
C -2.472782 -1.428953 -1.350939 -0.5 0.0 0.1 -0.3929
C -1.468702 3.975569 0.117592 -0.1 -0.1 0.0 -0.7974
C -1.263176 7.314254 1.443805 0.0 -0.1 -0.1 -1.5743
C -3.104957 6.313909 0.114226 0.1 0.0 0.0 -2.0602
C -0.819329 5.208663 0.167551 0.1 0.1 0.0 0.5419
C 5.207872 -1.459309 3.100046 0.1 0.0 0.1 -0.6275
C -3.829017 -1.474155 -1.414853 0.1 0.0 -0.1 -0.2352
C 0.892116 -1.523229 3.174367 0.7 0.1 0.1 0.4121
C -1.652171 -6.355414 3.110671 0.0 0.0 -0.1 -1.0613
C 0.779288 -4.670175 -0.513274 -0.3 -0.3 0.1 0.2092
C -0.282479 -1.404516 -4.238282 0.4 0.0 0.1 0.7780
C 4.487643 -1.518876 4.286216 0.0 0.0 0.0 -0.5322
C 0.176749 -1.423650 -5.548842 -0.1 0.0 -0.1 -1.2197
C 0.580189 5.241105 0.221171 0.0 0.0 0.0 -0.4625
C -1.590484 6.528297 0.164092 0.0 0.1 0.0 1.9190
C 1.542826 -1.362999 -5.728619 0.0 0.0 0.0 -0.5330
C 2.403592 -1.477310 3.050014 -0.2 0.0 0.1 -0.0732
C 3.104597 -1.520325 4.254379 0.0 0.0 -0.2 -0.8488
C -1.030730 -5.565478 0.815845 0.4 -0.2 -0.3 0.2899
C 0.587750 -1.331630 -3.140600 -0.1 0.0 -0.3 0.2058
C -0.688221 2.838808 0.125769 0.4 0.1 0.0 0.4215
C 3.132773 -1.415166 1.854745 0.2 0.0 0.0 1.2369
B 0.095073 0.768319 0.125108 -0.3 0.6 -0.1 0.5900
H 2.636334 -1.130842 -2.501421 0.1 0.0 0.0 0.4582
H -0.642696 -6.717691 3.306673 0.0 0.0 0.0 0.3272
H -4.461248 -1.493584 -2.287523 0.0 0.0 0.0 0.4389
H -2.349649 -6.991127 3.654355 0.0 0.0 0.0 0.3542
H 2.441392 4.137991 0.277581 0.0 0.0 0.0 0.4864
H -0.203114 7.558442 1.508357 0.0 0.0 0.0 0.3266
H 6.289739 -1.452272 3.110918 0.0 0.0 0.0 0.3973
H -0.501189 -1.473495 -6.390612 0.0 0.0 0.0 0.4465
H -1.398083 6.798132 -1.983972 0.0 0.0 0.0 0.3804
H 5.002371 -1.564340 5.236752 0.0 0.0 0.0 0.4115
H -3.455485 5.754033 0.983493 0.0 0.0 0.0 0.3936
H 1.946938 -1.377820 -6.731458 0.0 0.0 0.0 0.4108
H -2.419757 -1.480935 -4.217568 0.0 0.0 0.0 0.2303
H -1.827525 8.248528 1.462215 0.0 0.0 0.0 0.4397
H -2.545733 3.897115 0.078200 0.0 0.0 0.0 0.5815
H -1.930782 -7.427708 1.255022 -0.1 0.0 0.0 0.3755
H -1.745386 8.288462 -1.092013 0.0 0.0 0.0 0.4397
H 2.150373 -3.461238 -1.356995 0.1 0.1 0.0 0.0978
H -2.732168 -1.429759 1.896613 0.1 0.0 0.0 0.4604
H -3.403042 5.786212 -0.794044 0.0 0.0 0.0 0.3858
H 1.084808 6.197217 0.254586 0.0 0.0 0.0 0.4017
H 2.512094 -5.132285 -1.464058 0.0 0.0 0.0 0.2628
H 2.519442 -1.552271 5.161846 0.0 0.0 0.0 0.5197
H -2.985171 -6.020738 1.444229 0.0 0.0 -0.1 0.2368
H -0.121765 7.595050 -1.058786 0.0 0.0 0.0 0.3259
H -3.605034 7.282748 0.116891 0.0 0.0 0.0 0.4296
H -1.531765 6.731395 2.326645 0.0 0.0 0.0 0.3831
H 3.484832 -1.204415 -4.826078 0.0 0.0 0.0 0.4551
H 5.079585 -1.337104 0.963842 0.0 0.0 0.0 0.4480
H -1.733016 -5.337722 3.489544 0.0 0.0 0.0 0.3101
```
Positions in Å, forces in eV/Å.

Calculated values
- net charge = +1
- LUMO energy (alpha / beta) (eV) = -4.616 / -3.800
- <S²> = 0.88
- orbital gap (alpha / beta) (hartree) = 0.20373 / 0.23354
- relative energy (zero: lowest compared OMol25 entry of this formula, charge and spin) (eV) = 0.4830
- multiplicity = 2
- electronic energy (hartree) = -3126.47570

Entry 3:
Formula: C3H3N3
Source: OMol25
Level of theory: the ωB97M-V functional and the def2-TZVPD basis

```
9
Properties=species:S:1:pos:R:3:forces:R:3:mulliken_charge:R:1
N -1.845264 0.218419 0.108320 -1.1 1.1 -1.2 -0.4341
N 0.482148 -0.965377 -0.908159 -1.1 -1.4 -1.2 0.0753
N 1.316170 -0.108000 -0.287549 -1.3 0.4 -0.8 -0.2411
C -0.444133 -1.525575 -1.397277 1.7 0.7 0.6 -0.1884
C -0.808431 0.771363 0.346050 2.6 -0.3 1.1 0.5677
C 0.516942 0.982075 0.341261 0.8 0.2 1.0 -0.6342
H 1.216281 1.723576 0.851614 -1.8 -0.8 -1.0 0.3260
H -2.362058 -0.428397 0.665369 0.0 -0.2 0.7 0.2806
H 1.928345 -0.668084 0.280371 0.1 0.2 0.7 0.2481
```
Positions in Å, forces in eV/Å.

Calculated values
- net charge = 0
- LUMO energy (eV) = 0.670
- orbital gap (hartree) = 0.33684
- relative energy (zero: lowest compared OMol25 entry of this formula, charge and spin) (eV) = 4.5921
- electronic energy (hartree) = -280.21202